[1]
The following is a DFT calculation (ωB97M-V with the def2-TZVPD basis set) of Ca3H4N6O20 as an isolated structure in a non-equilibrium geometry.

```
! wB97M-V def2-TZVPD RIJCOSX def2/J DEFGRID3
* xyz 0 1
Ca -0.59 -2.97 1.09
Ca -1.60 3.06 -0.90
Ca 3.48 0.59 1.48
O 1.48 0.39 -0.28
O 4.73 3.02 -1.69
O -0.55 1.06 -0.71
O -1.57 -3.25 -1.00
O 0.38 -1.52 2.68
O 6.08 1.36 -1.94
O -1.09 0.00 -3.51
O -1.56 2.64 1.41
O -2.48 -1.66 1.65
O -4.41 -0.82 2.18
O -0.20 -0.88 0.05
O -0.82 -2.89 -3.00
O -0.43 2.53 3.25
O 2.59 0.98 -2.94
O 4.39 1.19 -0.58
O -2.86 -2.47 -2.56
O 1.25 -0.57 4.41
O -4.13 -1.71 0.24
O -2.54 2.06 3.26
O -0.43 -1.91 4.67
N 5.11 1.88 -1.44
N 0.38 -1.33 3.95
N 0.26 0.17 -0.33
N -1.75 -2.88 -2.20
N -1.53 2.41 2.70
N -3.71 -1.41 1.36
H -1.99 -0.36 -3.42
H 2.33 1.87 -2.66
H 2.90 0.56 -2.12
H -1.10 0.86 -3.08
*
```

HOMO energy (eV): -7.86
DFT total energy (Ha): -3867.96214
Orbital gap (eV): 4.291
LUMO energy (eV): -3.6


[2]
The following is a DFT calculation (ωB97M-V with the def2-TZVPD basis set) of a 3-piece molecular cluster, C5H8Cl8 overall in a non-equilibrium geometry.

```
! wB97M-V def2-TZVPD RIJCOSX def2/J DEFGRID3
* xyz 0 1
Cl 15.26 0.37 -0.81
Cl 14.35 -4.93 2.48
Cl 15.05 -0.92 4.69
Cl 15.17 1.94 1.58
Cl 13.61 -1.52 1.24
Cl 11.32 1.31 4.58
Cl 17.48 1.99 -0.16
Cl 14.96 3.20 -0.98
C 14.18 -4.24 0.84
C 15.73 1.84 -0.11
C 13.74 0.35 4.74
C 12.35 -0.20 4.73
C 14.68 -2.82 0.66
H 12.12 -0.90 3.93
H 13.16 -4.25 0.45
H 14.88 -2.55 -0.38
H 14.69 -4.95 0.20
H 15.66 -2.75 1.14
H 14.03 0.92 3.86
H 12.11 -0.57 5.73
H 14.01 1.00 5.58
*
```

SMILES: ClC(Cl)(Cl)Cl.ClCCCl.ClCCCl
HOMO energy (eV): -10.62
DFT total energy (Ha): -3876.82567
Orbital gap (eV): 10.926
LUMO energy (eV): 0.3


[3]
The following is a DFT calculation (ωB97M-V with the def2-TZVPD basis set) of C15H11BaBrN2O2S3Sb as an isolated structure in a non-equilibrium geometry.

```
! wB97M-V def2-TZVPD RIJCOSX def2/J DEFGRID3
* xyz -2 2
Ba -0.74 0.33 4.03
Sb -1.90 -2.45 5.77
Br 0.58 3.10 3.75
S -1.38 -0.45 6.90
S -3.18 -3.94 6.97
S -2.75 -1.91 3.64
O -0.95 0.67 1.44
O 3.06 -1.39 1.88
N 0.99 -0.35 2.06
N 2.08 -0.34 0.08
C 0.73 0.10 -0.25
C 2.11 -0.78 1.42
C -1.09 -3.04 -2.55
C -0.58 1.89 -1.39
C 0.66 1.44 -0.92
C 0.02 -0.98 -1.04
C 0.16 0.20 1.20
C -0.70 3.14 -1.96
C -1.38 -2.93 -1.20
C 1.63 3.54 -1.58
C 0.41 3.97 -2.06
C 1.76 2.28 -1.00
C -0.26 -2.11 -3.15
C 0.29 -1.09 -2.40
C -0.83 -1.91 -0.44
H -1.67 3.48 -2.31
H 0.31 4.96 -2.50
H -1.07 -1.84 0.61
H -2.04 -3.65 -0.73
H 2.57 -0.94 -0.57
H -0.03 -2.18 -4.21
H -1.53 -3.84 -3.14
H 2.49 4.19 -1.63
H 2.70 1.95 -0.59
H -1.44 1.24 -1.29
H 0.93 -0.35 -2.87
*
```

HOMO energy (alpha / beta) (eV): -1.34 / -2.39
DFT total energy (Ha): -4872.84564
Orbital gap (alpha / beta) (eV): 5.558 / 6.510
LUMO energy (alpha / beta) (eV): 4.2 / 4.1